Density functional theory data (ωB97M-V/def2-TZVPD) for a structure of composition C34H33F3N2O3PdSb.

Properties
charge	-1
E_HOMO	-0.1389	Ha
energy	-63084.24876	eV
Kohn-Sham gap	0.2233	hartree

Each line ends with the Löwdin charge.
Geometry (Å):
Sb1 1.26025 0.51942 1.34355  1.338
Pd1 -0.86047 0.36253 0.00261  0.338
F1 7.13067 -1.80850 0.78460  0.028
F2 1.42032 -2.38375 -4.44762  0.020
F3 3.32686 6.09874 -0.74529  0.027
O1 -2.19741 -1.70427 -2.36587  0.090
O2 -1.42438 -2.58984 -0.02747  -0.148
O3 -2.49685 -1.03128 1.80003  0.037
N1 -1.46766 -3.51477 -3.51510  -0.147
N2 -1.24652 -1.95123 3.43894  -0.156
C1 -5.26144 6.38366 1.11662  -0.130
C2 -1.81504 -1.94838 2.19364  -0.451
C3 1.97424 2.45530 0.66361  -0.388
C4 0.91796 -0.50369 -0.78600  -0.434
C5 -2.85375 2.92215 0.57461  -0.191
C6 -0.61426 -3.08925 4.06934  -0.064
C7 2.87613 4.90827 -0.26855  -0.297
C8 -4.86649 5.62166 2.20896  -0.115
C9 1.56123 4.55768 -0.48081  -0.015
C10 0.80148 0.21229 -1.98530  -0.134
C11 1.27334 -1.75196 -3.24818  -0.295
C12 -1.78084 -2.89503 -4.78575  -0.046
C13 -1.40854 -0.77520 4.27270  -0.058
C14 -4.08903 4.85461 -0.33313  -0.056
C15 5.86577 -1.32065 0.87850  -0.297
C16 3.28897 2.87006 0.88154  -0.135
C17 -2.15829 1.92917 0.40377  -0.143
C18 -4.86755 5.98784 -0.15626  -0.114
C19 -0.79167 -4.79009 -3.60321  -0.062
C20 -3.67336 4.07888 0.75973  -0.280
C21 1.11472 3.32771 -0.00779  -0.128
C22 -1.47018 -3.11338 1.26735  -0.130
C23 4.00433 -0.23693 -0.13118  -0.121
C24 0.95388 -0.41861 -3.22743  -0.014
C25 1.46956 -2.48915 -2.09112  -0.043
C26 5.29961 -0.72371 -0.23203  -0.014
C27 3.75338 4.09593 0.41694  -0.030
C28 -1.41130 -3.53177 -1.04695  -0.150
C29 -1.71774 -2.81363 -2.36171  -0.430
C30 3.89826 -0.92749 2.14986  -0.152
C31 1.28640 -1.85489 -0.87492  -0.146
C32 3.27739 -0.32920 1.05842  -0.418
C33 -4.08721 4.48793 2.03482  -0.056
C34 5.19600 -1.43670 2.07386  -0.034
H1 5.68008 -1.90669 2.92056  0.108
H2 1.44098 -2.42829 0.03441  0.103
H3 0.59913 1.27548 -1.96926  0.081
H4 0.82669 0.11967 -4.15814  0.115
H5 0.07546 3.04821 -0.14456  0.048
H6 4.77506 4.41526 0.57864  0.109
H7 -2.23988 -3.89518 1.35448  0.138
H8 0.90097 5.23287 -1.01036  0.115
H9 -2.07578 -0.98354 5.11587  0.086
H10 -0.43411 -0.46474 4.65569  0.078
H11 -0.50160 -3.54786 1.53467  0.115
H12 -5.16971 5.91268 3.20839  0.090
H13 0.10009 -4.69687 -4.23082  0.085
H14 -0.87224 -2.78015 -5.38352  0.081
H15 -3.78721 4.54576 -1.32538  0.106
H16 -5.86024 7.27539 1.25499  0.085
H17 -1.44477 -5.54578 -4.05163  0.087
H18 3.36406 -0.99721 3.09356  0.075
H19 -2.17051 -4.31342 -0.89152  0.141
H20 -5.17168 6.56652 -1.02102  0.090
H21 -2.21542 -1.91779 -4.60091  0.087
H22 5.86776 -0.64768 -1.15051  0.113
H23 -2.49242 -3.51154 -5.34376  0.086
H24 -0.47842 -5.14878 -2.63050  0.071
H25 3.55159 0.22694 -1.00093  0.106
H26 -0.74495 -3.99550 3.48747  0.073
H27 -0.42904 -4.01450 -1.08911  0.100
H28 -3.78409 3.89686 2.88923  0.105
H29 1.75628 -3.53259 -2.15631  0.115
H30 0.45744 -2.92130 4.21801  0.089
H31 -1.06730 -3.26234 5.04952  0.085
H32 3.97874 2.22851 1.41926  0.090
H33 -1.82578 0.02718 3.67114  0.085